[1]
DFT (ωB97M-V/def2-TZVPD) results for a 2-piece molecular cluster, C2H8O2 overall.

The calculation puts the HOMO energy at -9.81 eV. The calculation puts the energy relative to the best compared isomer or geometry (same formula, charge and spin) at 57.1 kJ/mol. For the gap between HOMO and LUMO, the calculation gives 10.533 eV.

ORCA input file:
```
! RIJCOSX wB97M-V def2-TZVPD def2/J DEFGRID3
* xyz 0 1
C 1.696 0.473 -1.158
O 0.570 1.035 -0.468
H 0.183 1.747 -0.988
H 2.607 0.996 -0.864
H 1.746 -0.580 -0.890
H 1.543 0.463 -2.247
C -1.514 -0.734 1.449
O -1.416 -1.023 0.052
H -0.772 -0.403 -0.322
H -2.191 -1.466 1.875
H -1.909 0.269 1.626
H -0.543 -0.778 1.936
*
```

[2]
DFT (ωB97M-V/def2-TZVPD) results for a 2-piece molecular cluster, C2H8O2S overall.

The calculation puts the HOMO energy at -9.12 eV. The calculation puts the energy relative to the best compared isomer or geometry (same formula, charge and spin) at 1.7 kJ/mol. For the gap between HOMO and LUMO, the calculation gives 9.679 eV.

ORCA input file:
```
! RIJCOSX wB97M-V def2-TZVPD def2/J DEFGRID3
* xyz 0 1
O -0.895 0.590 3.042
H -0.588 0.300 3.930
H -1.453 1.382 3.218
O 0.800 0.946 -0.151
S -0.639 -1.722 -0.410
C 1.117 0.210 -1.273
C -0.106 -0.575 -1.721
H 0.334 0.346 0.468
H -0.964 -0.929 0.633
H 1.347 0.902 -2.106
H 1.999 -0.442 -1.123
H -0.887 0.195 -1.875
H -0.066 -1.201 -2.632
*
```

[3]
DFT (ωB97M-V/def2-TZVPD) results for a 3-piece molecular cluster, C2H8O3 overall.

The calculation puts the HOMO energy at -9.42 eV. The calculation puts the energy relative to the best compared isomer or geometry (same formula, charge and spin) at 128.5 kJ/mol. For the gap between HOMO and LUMO, the calculation gives 10.085 eV.

ORCA input file:
```
! RIJCOSX wB97M-V def2-TZVPD def2/J DEFGRID3
* xyz 0 1
C -0.899 -1.375 -0.710
C 0.151 -0.616 -1.043
O 0.886 0.190 -0.243
H -1.183 -2.243 -1.282
H -1.413 -1.185 0.229
H 0.521 -0.793 -2.053
H 0.432 1.017 -0.093
H 3.588 0.075 2.899
H 3.554 0.101 1.305
O 3.152 0.391 2.138
H -3.099 0.767 -0.140
H -2.710 2.199 -0.233
O -2.980 1.471 -0.773
*
```

[4]
DFT (ωB97M-V/def2-TZVPD) results for a 3-piece molecular cluster, C2H8O3 overall.

The calculation puts the HOMO energy at -9.88 eV. The calculation puts the energy relative to the best compared isomer or geometry (same formula, charge and spin) at 59.6 kJ/mol. For the gap between HOMO and LUMO, the calculation gives 10.354 eV.

ORCA input file:
```
! RIJCOSX wB97M-V def2-TZVPD def2/J DEFGRID3
* xyz 0 1
O -1.045 -1.749 0.186
C -0.014 -1.209 -0.154
C 1.204 -1.351 0.713
H -0.113 -0.568 -1.039
H 2.032 -0.676 0.508
H 1.458 -2.413 0.713
H 0.893 -1.203 1.751
H -0.678 2.270 -2.285
H -0.399 0.743 -2.465
O -0.770 1.524 -2.878
H -0.255 1.212 2.021
H -1.426 2.082 1.622
O -0.887 1.338 1.308
*
```

[5]
DFT (ωB97M-V/def2-TZVPD) results for a 3-piece molecular cluster, C2H8O3 overall.

The calculation puts the HOMO energy at -9.19 eV. The calculation puts the energy relative to the best compared isomer or geometry (same formula, charge and spin) at 88.5 kJ/mol. For the gap between HOMO and LUMO, the calculation gives 9.842 eV.

ORCA input file:
```
! RIJCOSX wB97M-V def2-TZVPD def2/J DEFGRID3
* xyz 0 1
C 1.036 0.780 -0.813
C 0.073 1.065 0.045
O -0.395 0.070 0.898
H 1.379 1.489 -1.560
H 1.544 -0.181 -0.807
H -0.539 1.938 0.161
H -0.114 -0.826 0.640
H -0.553 -0.236 3.668
H 0.671 -0.997 3.953
O -0.142 -0.701 4.400
H -0.685 -1.434 -3.891
H -1.527 -0.218 -3.459
O -0.747 -0.747 -3.235
*
```

[6]
DFT (ωB97M-V/def2-TZVPD) results for a 3-piece molecular cluster, C2H8O4 overall.

The calculation puts the HOMO energy at -10.72 eV. The calculation puts the energy relative to the best compared isomer or geometry (same formula, charge and spin) at 76.0 kJ/mol. For the gap between HOMO and LUMO, the calculation gives 11.246 eV.

ORCA input file:
```
! RIJCOSX wB97M-V def2-TZVPD def2/J DEFGRID3
* xyz 0 1
O -0.627 -0.694 -0.046
C 0.426 -0.400 0.444
O 1.600 -0.871 -0.077
C 0.644 0.481 1.636
H 1.330 -1.669 -0.559
H -0.110 0.387 2.396
H 1.638 0.328 2.031
H 0.594 1.494 1.238
H -2.608 -4.824 -3.791
H -2.035 -3.484 -3.409
O -1.977 -4.418 -3.180
H -0.244 4.991 1.331
H 0.694 3.967 0.688
O 0.675 4.711 1.296
*
```

[7]
DFT (ωB97M-V/def2-TZVPD) results for a 2-piece molecular cluster, C2H8OS2 overall.

The calculation puts the HOMO energy (alpha / beta) at -0.30 / -3.20 eV. The calculation puts the energy relative to the best compared isomer or geometry (same formula, charge and spin) at 63.9 kJ/mol. For the gap between HOMO and LUMO (alpha / beta), the calculation gives 3.350 / 6.243 eV.

ORCA input file:
```
! RIJCOSX wB97M-V def2-TZVPD def2/J DEFGRID3
* xyz -1 2
C 3.564 -3.740 1.068
O 2.409 -2.997 0.758
H 4.340 -3.360 0.402
H 3.923 -3.607 2.094
H 3.444 -4.809 0.895
H 1.631 -3.514 0.932
C -1.540 3.105 -1.296
S -0.396 1.914 -0.485
S -1.851 0.235 0.117
H -2.272 3.557 -0.627
H -2.048 2.560 -2.094
H -1.036 3.926 -1.818
H -2.082 -0.211 -1.121
*
```

[8]
DFT (ωB97M-V/def2-TZVPD) results for a 2-piece molecular cluster, C2H8OS2 overall.

The calculation puts the HOMO energy at -9.38 eV. The calculation puts the energy relative to the best compared isomer or geometry (same formula, charge and spin) at 62.6 kJ/mol. For the gap between HOMO and LUMO, the calculation gives 9.812 eV.

ORCA input file:
```
! RIJCOSX wB97M-V def2-TZVPD def2/J DEFGRID3
* xyz 0 1
S -2.276 -0.377 0.382
S -0.628 -1.113 1.405
H -1.714 -0.417 -0.835
H 0.058 0.038 1.513
C 2.372 0.831 -0.782
O 1.338 1.754 -0.419
C 2.075 0.287 -2.152
H 3.344 1.330 -0.706
H 2.404 0.036 -0.026
H 1.739 2.488 0.049
H 1.938 1.104 -2.858
H 2.872 -0.342 -2.541
H 1.147 -0.274 -2.147
*
```

[9]
DFT (ωB97M-V/def2-TZVPD) results for a 2-piece molecular cluster, C2H8OS2 overall.

The calculation puts the HOMO energy at -8.95 eV. The calculation puts the energy relative to the best compared isomer or geometry (same formula, charge and spin) at 139.9 kJ/mol. For the gap between HOMO and LUMO, the calculation gives 8.942 eV.

ORCA input file:
```
! RIJCOSX wB97M-V def2-TZVPD def2/J DEFGRID3
* xyz 0 1
S 2.382 -0.222 0.466
S 2.074 1.707 1.246
H 3.210 -0.536 1.498
H 2.441 1.586 2.441
C -1.276 0.283 -0.553
O -1.412 -0.023 0.815
C -1.110 -1.016 -1.330
H -2.151 0.773 -0.820
H -0.367 0.969 -0.620
H -0.690 0.272 1.400
H -1.896 -1.625 -1.154
H -1.041 -0.761 -2.422
H -0.162 -1.407 -0.967
*
```

[10]
DFT (ωB97M-V/def2-TZVPD) results for a 2-piece molecular cluster, C2H8OS2 overall.

The calculation puts the HOMO energy at -8.63 eV. The calculation puts the energy relative to the best compared isomer or geometry (same formula, charge and spin) at 181.3 kJ/mol. For the gap between HOMO and LUMO, the calculation gives 9.110 eV.

ORCA input file:
```
! RIJCOSX wB97M-V def2-TZVPD def2/J DEFGRID3
* xyz 0 1
C -0.177 -0.574 2.364
O -1.356 -0.072 1.806
H 0.296 -1.158 1.448
H -0.421 -1.526 3.082
H 0.455 0.288 2.901
H -1.477 0.823 2.276
C -0.898 -1.188 -1.038
S 0.803 -0.541 -0.776
S 0.528 1.466 -1.041
H -1.609 -0.630 -0.435
H -1.158 -1.205 -2.103
H -0.783 -2.271 -0.624
H 0.695 2.022 0.128
*
```

[11]
DFT (ωB97M-V/def2-TZVPD) results for an isolated molecule of C2H8P2S.

The calculation puts the HOMO energy at -7.57 eV. The calculation puts the energy relative to the best compared isomer or geometry (same formula, charge and spin) at 506.9 kJ/mol. For the gap between HOMO and LUMO, the calculation gives 7.342 eV.

ORCA input file:
```
! RIJCOSX wB97M-V def2-TZVPD def2/J DEFGRID3
* xyz 0 1
C -2.121 1.050 -0.370
C 1.940 -0.285 0.941
P 0.280 -2.036 -1.365
P -0.674 0.918 0.895
S 0.543 -0.353 -0.290
H -2.395 0.169 -0.791
H -2.767 1.434 0.358
H -2.041 1.819 -1.132
H 1.607 -0.944 1.787
H 2.872 -0.866 0.629
H 2.184 0.822 1.056
H -0.896 -2.177 -0.421
H 1.467 0.450 -1.295
*
```

[12]
DFT (ωB97M-V/def2-TZVPD) results for a 2-piece molecular cluster, C2H8S overall.

The calculation puts the HOMO energy at -9.84 eV. The calculation puts the energy relative to the best compared isomer or geometry (same formula, charge and spin) at 30.3 kJ/mol. For the gap between HOMO and LUMO, the calculation gives 10.730 eV.

ORCA input file:
```
! RIJCOSX wB97M-V def2-TZVPD def2/J DEFGRID3
* xyz 0 1
S -2.266 -1.420 1.552
H -2.535 -0.408 2.318
H -3.150 -1.148 0.552
C 1.312 -0.283 -0.796
C 0.766 1.034 -0.318
H 1.262 -0.237 -1.889
H 0.710 -1.148 -0.525
H 2.308 -0.494 -0.411
H 0.016 1.395 -1.034
H 0.058 0.937 0.603
H 1.520 1.771 -0.054
*
```

[13]
DFT (ωB97M-V/def2-TZVPD) results for a 2-piece molecular cluster, C2H8S2 overall.

The calculation puts the HOMO energy at -8.98 eV. The calculation puts the energy relative to the best compared isomer or geometry (same formula, charge and spin) at 8.2 kJ/mol. For the gap between HOMO and LUMO, the calculation gives 9.617 eV.

ORCA input file:
```
! RIJCOSX wB97M-V def2-TZVPD def2/J DEFGRID3
* xyz 0 1
C -2.788 5.868 -2.071
H -2.221 6.677 -2.517
H -2.920 6.042 -1.006
H -2.161 4.980 -2.178
H -3.759 5.693 -2.516
C 2.706 -4.249 0.768
S 2.271 -3.596 2.391
S 0.611 -4.665 2.992
H 1.920 -4.199 0.011
H 3.071 -5.270 0.871
H 3.530 -3.617 0.438
H -0.260 -3.663 2.816
*
```

[14]
DFT (ωB97M-V/def2-TZVPD) results for a 2-piece molecular cluster, C2H8S3 overall.

The calculation puts the HOMO energy at -8.61 eV. The calculation puts the energy relative to the best compared isomer or geometry (same formula, charge and spin) at 129.8 kJ/mol. For the gap between HOMO and LUMO, the calculation gives 8.842 eV.

ORCA input file:
```
! RIJCOSX wB97M-V def2-TZVPD def2/J DEFGRID3
* xyz 0 1
S 3.128 0.789 0.084
S 2.833 -0.402 -1.495
H 2.902 -0.277 0.973
H 2.213 -1.408 -0.989
C -0.887 0.558 1.062
C -1.469 0.376 -0.359
S -2.402 -1.175 -0.795
H -1.810 0.764 1.686
H -0.212 -0.212 1.385
H -0.168 1.373 1.065
H -0.589 0.450 -1.135
H -2.010 1.241 -0.648
H -1.529 -2.075 -0.834
*
```

[15]
DFT (ωB97M-V/def2-TZVPD) results for a 2-piece molecular cluster, C2H8SSi overall.

The calculation puts the HOMO energy (alpha / beta) at -7.67 / -7.12 eV. The calculation puts the energy relative to the best compared isomer or geometry (same formula, charge and spin) at 523.8 kJ/mol. For the gap between HOMO and LUMO (alpha / beta), the calculation gives 7.294 / 6.790 eV.

ORCA input file:
```
! RIJCOSX wB97M-V def2-TZVPD def2/J DEFGRID3
* xyz 0 1
C -0.539 -1.612 0.801
C 1.337 0.321 0.723
Si -0.576 1.656 -1.511
S 0.290 -0.379 1.857
H -0.335 -1.377 -0.259
H -1.567 -1.814 1.190
H -0.210 -2.557 0.780
H 2.085 -0.334 0.282
H 1.794 1.211 1.307
H -1.711 2.623 -1.647
H -1.195 0.261 -1.370
H 0.627 2.002 -2.152
*
```

[16]
DFT (ωB97M-V/def2-TZVPD) results for C2H9BNO2 as an isolated structure.

The calculation puts the HOMO energy at -15.49 eV. The calculation puts the energy relative to the best compared isomer or geometry (same formula, charge and spin) at 193.0 kJ/mol. For the gap between HOMO and LUMO, the calculation gives 11.988 eV.

ORCA input file:
```
! RIJCOSX wB97M-V def2-TZVPD def2/J DEFGRID3
* xyz 1 1
B 0.553 -1.038 0.406
C -1.328 0.951 0.652
C -0.412 -0.237 -0.578
N 0.400 0.762 -1.462
O 0.274 -2.302 0.662
O 1.628 -0.272 0.762
H -0.668 1.689 0.734
H -2.371 1.261 0.385
H -1.239 0.375 1.545
H -1.017 -0.789 -1.178
H 1.040 1.128 -0.793
H -0.184 1.574 -1.790
H 0.687 0.248 -2.339
H 0.477 -2.700 1.482
H 2.160 -0.650 1.512
*
```

[17]
DFT (ωB97M-V/def2-TZVPD) results for an isolated ion of composition C2H9BO3PS and charge +1.

The calculation puts the HOMO energy at -13.91 eV. For the gap between HOMO and LUMO, the calculation gives 9.401 eV.

ORCA input file:
```
! RIJCOSX wB97M-V def2-TZVPD def2/J DEFGRID3
* xyz 1 1
C 2.572 0.335 0.528
C 1.203 0.561 -0.214
B 0.515 -0.814 -0.219
O 0.963 -1.832 -0.965
S -1.012 -1.236 0.894
P -2.713 0.147 0.593
O -2.054 1.495 0.028
O -3.412 -0.600 -0.637
H 3.383 0.615 -0.125
H 2.705 -0.706 0.806
H 2.605 0.922 1.433
H 1.402 0.882 -1.228
H 0.657 1.338 0.305
H 0.692 -1.799 -1.897
H -0.615 -0.854 2.120
H -2.545 1.878 -0.721
H -4.347 -0.332 -0.700
*
```

[18]
DFT (ωB97M-V/def2-TZVPD) results for a 2-piece molecular cluster, C2H9N2 overall.

The calculation puts the HOMO energy at -15.53 eV. The calculation puts the energy relative to the best compared isomer or geometry (same formula, charge and spin) at 86.5 kJ/mol. For the gap between HOMO and LUMO, the calculation gives 11.360 eV.

ORCA input file:
```
! RIJCOSX wB97M-V def2-TZVPD def2/J DEFGRID3
* xyz 1 1
C -1.070 0.375 -1.280
C -1.371 -0.382 0.033
N 1.841 0.205 0.598
N -0.511 -0.567 0.954
H -0.492 1.190 -1.013
H -1.837 0.609 -2.007
H -0.335 -0.298 -1.743
H -2.400 -0.626 0.110
H 2.597 -0.442 0.861
H 1.817 1.026 1.236
H 2.016 0.544 -0.395
H 0.555 -0.436 0.829
H -0.810 -1.197 1.816
*
```

[19]
DFT (ωB97M-V/def2-TZVPD) results for an isolated ion of composition C2H9N2 and charge +1.

The calculation puts the HOMO energy at -13.91 eV. The calculation puts the energy relative to the best compared isomer or geometry (same formula, charge and spin) at 77.1 kJ/mol. For the gap between HOMO and LUMO, the calculation gives 10.031 eV.

ORCA input file:
```
! RIJCOSX wB97M-V def2-TZVPD def2/J DEFGRID3
* xyz 1 1
C -0.533 0.710 0.116
N 0.019 1.540 1.190
C 0.051 -0.685 0.213
N 0.593 -1.195 -1.113
H -1.619 0.679 0.081
H -0.292 1.197 -0.843
H -0.427 1.280 2.070
H -0.306 2.495 1.065
H 0.904 -0.665 0.896
H -0.623 -1.415 0.633
H 0.252 -2.126 -1.365
H 1.614 -1.260 -1.063
H 0.367 -0.555 -1.880
*
```

[20]
DFT (ωB97M-V/def2-TZVPD) results for a 2-piece molecular cluster, C2H9N2 overall.

The calculation puts the HOMO energy at -14.86 eV. The calculation puts the energy relative to the best compared isomer or geometry (same formula, charge and spin) at 530.7 kJ/mol. For the gap between HOMO and LUMO, the calculation gives 5.755 eV.

ORCA input file:
```
! RIJCOSX wB97M-V def2-TZVPD def2/J DEFGRID3
* xyz 1 1
N -1.979 0.625 -0.262
C 0.694 -1.215 0.940
C 0.895 -0.419 -0.387
N 0.718 0.911 -0.229
H 1.109 -2.207 0.818
H -2.380 1.193 0.480
H -0.998 0.887 -0.393
H 1.265 -0.724 1.723
H -0.350 -1.218 1.215
H 1.771 -0.711 -0.972
H 0.042 -0.749 -1.061
H -2.552 0.604 -1.088
H 1.468 1.467 -0.672
*
```